The following is a quantum chemistry calculation of a structure of composition C4H8NO2, from the OMol25 dataset.

Atoms and positions in Å:
O: -0.057 -1.078 2.059
O: 0.458 2.018 -1.947
N: -0.259 -1.097 -0.381
C: -0.564 1.208 0.569
C: 0.115 0.204 -0.329
C: -0.421 -1.787 1.052
C: 0.818 0.790 -1.617
H: 1.889 0.785 -1.271
H: -0.728 2.051 -0.101
H: 0.196 -2.674 0.789
H: 0.101 1.445 1.391
H: -1.503 -2.098 1.115
H: 0.916 -0.609 0.076
H: -1.540 0.883 0.933
H: 0.579 -0.042 -2.336

The frontier orbital gap comes out at 6.803 eV. The LUMO energy is 3.417 eV. The molar mass comes out at 102.113 g mol⁻¹. The net charge is -1. As for the energy above the lowest of the compared OMol25 structures with the same formula, charge and spin: 155.8 kcal per mole.

Which charges does Mulliken predict for the atoms? In e, they are: atom 1 (O): -0.719, atom 2 (O): -0.841, atom 3 (N): -0.522, atom 4 (C): -1.173, atom 5 (C): 0.861, atom 6 (C): -0.474, atom 7 (C): -0.216, atom 8 (H): 0.122, atom 9 (H): 0.423, atom 10 (H): 0.343, atom 11 (H): 0.214, atom 12 (H): 0.283, atom 13 (H): 0.123, atom 14 (H): 0.325, atom 15 (H): 0.251


The following is a quantum chemistry calculation of a cluster of 2 separate species, C4H8NO2 in total, from the OMol25 dataset.

Atoms and positions in Å:
O: -2.212 0.909 -0.803
O: -0.602 2.120 0.268
N: -0.177 -0.822 -1.494
C: 0.573 -0.560 0.772
C: 1.385 -1.171 1.622
C: 0.877 -0.259 -0.649
C: -1.790 1.754 0.052
H: -1.076 -0.386 -1.328
H: 1.045 -1.335 2.638
H: 0.019 -0.982 -2.490
H: 2.302 -1.611 1.196
H: -2.573 2.298 0.711
H: -0.400 -0.224 1.143
H: 0.798 0.883 -0.724
H: 1.833 -0.613 -0.914

The frontier orbital gap comes out at 8.271 eV. The LUMO energy is 4.154 eV. The molar mass comes out at 102.113 g mol⁻¹. The net charge is -1. As for the energy above the lowest of the compared OMol25 structures with the same formula, charge and spin: 36.4 kcal per mole.

Which charges does Mulliken predict for the atoms? In e, they are: atom 1 (O): -0.718, atom 2 (O): -0.621, atom 3 (N): -0.638, atom 4 (C): 0.054, atom 5 (C): -0.742, atom 6 (C): -0.418, atom 7 (C): 0.059, atom 8 (H): 0.363, atom 9 (H): 0.282, atom 10 (H): 0.142, atom 11 (H): 0.231, atom 12 (H): 0.310, atom 13 (H): 0.079, atom 14 (H): 0.165, atom 15 (H): 0.452


The following is a quantum chemistry calculation of a structure of composition C4H8NO2, from the OMol25 dataset.

Atoms and positions in Å:
O: 1.300 -0.295 -2.815
O: -1.844 0.373 1.783
N: -0.539 -0.960 0.286
C: -0.798 0.388 1.021
C: 0.505 0.842 1.806
C: 0.904 0.217 -1.687
C: 0.071 -0.930 -0.853
H: 0.089 0.988 -1.777
H: -0.890 1.184 0.246
H: 1.449 0.622 1.284
H: 0.707 -0.792 0.203
H: 0.463 0.332 2.771
H: 0.395 1.894 1.982
H: -0.042 -1.737 -1.591
H: 1.710 0.593 -1.023

The frontier orbital gap comes out at 7.669 eV. The LUMO energy is 3.843 eV. The molar mass comes out at 102.113 g mol⁻¹. The net charge is -1. As for the energy above the lowest of the compared OMol25 structures with the same formula, charge and spin: 165.7 kcal per mole.

Which charges does Mulliken predict for the atoms? In e, they are: atom 1 (O): -0.822, atom 2 (O): -0.811, atom 3 (N): -0.440, atom 4 (C): 0.473, atom 5 (C): -1.233, atom 6 (C): -0.136, atom 7 (C): -0.078, atom 8 (H): 0.145, atom 9 (H): 0.012, atom 10 (H): 0.421, atom 11 (H): 0.323, atom 12 (H): 0.288, atom 13 (H): 0.291, atom 14 (H): 0.408, atom 15 (H): 0.160


The following is a quantum chemistry calculation of a cluster of 2 separate species, C4H8NO2 in total, from the OMol25 dataset.

Atoms and positions in Å:
O: 0.479 -2.320 -0.720
O: 1.497 -0.409 -1.372
N: -0.199 0.874 1.029
C: 1.240 -1.634 -1.429
C: -1.720 1.584 -0.733
C: 0.462 -0.258 1.683
C: -0.899 0.693 -0.152
H: 1.369 -0.511 1.133
H: -0.192 -1.123 1.711
H: -2.053 2.506 -0.257
H: 0.750 0.059 2.687
H: -2.104 1.378 -1.721
H: 0.446 1.645 0.980
H: -0.848 -0.302 -0.584
H: 1.771 -2.183 -2.256

The frontier orbital gap comes out at 8.116 eV. The LUMO energy is 4.196 eV. The molar mass comes out at 102.113 g mol⁻¹. The net charge is -1. As for the energy above the lowest of the compared OMol25 structures with the same formula, charge and spin: 36.2 kcal per mole.

Which charges does Mulliken predict for the atoms? In e, they are: atom 1 (O): -0.628, atom 2 (O): -0.622, atom 3 (N): -0.424, atom 4 (C): -0.131, atom 5 (C): -0.885, atom 6 (C): -0.747, atom 7 (C): 0.176, atom 8 (H): 0.261, atom 9 (H): 0.292, atom 10 (H): 0.284, atom 11 (H): 0.291, atom 12 (H): 0.262, atom 13 (H): 0.262, atom 14 (H): 0.181, atom 15 (H): 0.428


The following is a quantum chemistry calculation of the ion C4H8NO2 with charge -1, from the OMol25 dataset.

Atoms and positions in Å:
O: 1.813 -0.524 2.644
O: 3.290 -1.205 1.004
N: 1.444 0.045 0.394
C: 2.262 -0.564 1.439
C: -2.040 0.264 -0.927
C: -0.490 0.192 -0.833
C: -0.001 0.296 0.527
H: -0.141 1.277 0.993
H: 0.009 0.792 -1.718
H: -0.436 -0.872 -1.145
H: -2.439 -0.563 -0.385
H: -2.371 0.261 -1.993
H: 1.899 0.002 -0.455
H: -2.492 1.298 -0.593
H: -0.306 -0.699 1.047

The frontier orbital gap comes out at 7.277 eV. The LUMO energy is 3.593 eV. The molar mass comes out at 102.113 g mol⁻¹. The net charge is -1. As for the energy above the lowest of the compared OMol25 structures with the same formula, charge and spin: 32.2 kcal per mole.

Which charges does Mulliken predict for the atoms? In e, they are: atom 1 (O): -0.748, atom 2 (O): -0.781, atom 3 (N): -0.237, atom 4 (C): 0.484, atom 5 (C): -1.162, atom 6 (C): -0.341, atom 7 (C): -0.253, atom 8 (H): 0.231, atom 9 (H): 0.284, atom 10 (H): 0.195, atom 11 (H): 0.327, atom 12 (H): 0.331, atom 13 (H): 0.198, atom 14 (H): 0.259, atom 15 (H): 0.211


The following is a quantum chemistry calculation of the ion C4H8NO2 with charge +1, from the OMol25 dataset.

Atoms and positions in Å:
O: -2.186 0.388 -0.902
O: -3.204 -0.114 1.209
N: -0.607 -1.371 -0.409
C: -2.438 0.127 0.362
C: -1.029 0.086 -0.101
C: 0.097 1.100 -0.005
C: 1.352 0.648 -0.726
H: -0.355 -1.494 -1.518
H: 0.357 1.120 1.049
H: 2.140 1.306 -0.582
H: -1.352 -1.895 -0.087
H: -0.122 2.194 -0.270
H: 1.235 0.619 -1.756
H: 0.264 -1.550 0.172
H: 1.776 -0.296 -0.369

The frontier orbital gap comes out at 10.975 eV. The LUMO energy is -4.183 eV. The molar mass comes out at 102.113 g mol⁻¹. The net charge is +1. As for the energy above the lowest of the compared OMol25 structures with the same formula, charge and spin: 69.1 kcal per mole.

Which charges does Mulliken predict for the atoms? In e, they are: atom 1 (O): -0.374, atom 2 (O): -0.385, atom 3 (N): -0.313, atom 4 (C): 0.288, atom 5 (C): 0.496, atom 6 (C): -0.267, atom 7 (C): -1.444, atom 8 (H): 0.432, atom 9 (H): 0.309, atom 10 (H): 0.412, atom 11 (H): 0.345, atom 12 (H): 0.362, atom 13 (H): 0.401, atom 14 (H): 0.378, atom 15 (H): 0.359


The following is a quantum chemistry calculation of a cluster of 2 separate species, C4H8NO2 in total, from the OMol25 dataset.

Atoms and positions in Å:
O: -0.835 -1.849 2.158
O: 1.678 -0.342 0.733
N: -0.174 0.922 -0.645
C: 0.188 -1.973 1.451
C: 1.385 -1.323 1.377
C: -0.820 0.416 -1.818
C: 0.139 2.142 -0.303
H: -0.358 3.035 -0.729
H: 0.526 0.274 -0.120
H: 2.186 -2.087 1.661
H: -0.090 0.526 -2.786
H: -1.190 -0.557 -1.521
H: 0.691 2.276 0.611
H: -1.628 -2.466 2.022
H: -1.699 1.005 -2.092

The frontier orbital gap comes out at 8.345 eV. The LUMO energy is -4.724 eV. The molar mass comes out at 102.113 g mol⁻¹. The net charge is +1. As for the energy above the lowest of the compared OMol25 structures with the same formula, charge and spin: 112.1 kcal per mole.

Which charges does Mulliken predict for the atoms? In e, they are: atom 1 (O): -0.321, atom 2 (O): -0.654, atom 3 (N): 0.004, atom 4 (C): -0.203, atom 5 (C): 0.429, atom 6 (C): -0.764, atom 7 (C): -0.161, atom 8 (H): 0.281, atom 9 (H): 0.399, atom 10 (H): 0.306, atom 11 (H): 0.310, atom 12 (H): 0.279, atom 13 (H): 0.278, atom 14 (H): 0.459, atom 15 (H): 0.358


The following is a quantum chemistry calculation of the ion C4H8NO2 with charge +1, from the OMol25 dataset.

Atoms and positions in Å:
O: -1.766 1.468 0.364
O: -3.522 -0.415 0.253
N: -0.040 0.167 -0.302
C: 0.484 -1.113 -0.436
C: -2.378 -0.768 0.037
C: -1.375 0.296 0.042
C: 0.794 1.252 0.035
H: 0.755 -1.693 0.489
H: -2.150 -1.823 -0.362
H: -2.785 1.307 0.572
H: -0.041 -1.790 -1.080
H: 0.652 1.981 -0.695
H: 1.526 -0.971 -0.937
H: 0.319 1.757 0.846
H: 1.808 0.972 0.092

The frontier orbital gap comes out at 9.070 eV. The LUMO energy is -6.445 eV. The molar mass comes out at 102.113 g mol⁻¹. The net charge is +1. As for the energy above the lowest of the compared OMol25 structures with the same formula, charge and spin: 51.7 kcal per mole.

Which charges does Mulliken predict for the atoms? In e, they are: atom 1 (O): -0.462, atom 2 (O): -0.421, atom 3 (N): 0.103, atom 4 (C): -1.105, atom 5 (C): 0.250, atom 6 (C): 0.551, atom 7 (C): -0.976, atom 8 (H): 0.373, atom 9 (H): 0.295, atom 10 (H): 0.453, atom 11 (H): 0.421, atom 12 (H): 0.389, atom 13 (H): 0.356, atom 14 (H): 0.367, atom 15 (H): 0.406


The following is a quantum chemistry calculation of the molecule C4H8NO2S, from the OMol25 dataset.

Atoms and positions in Å:
S: -0.175 2.952 -0.785
O: -0.202 -2.825 0.102
O: 1.400 -2.220 1.679
N: -0.263 -0.757 1.191
C: 0.574 1.275 -0.934
C: -0.363 0.110 -1.247
C: -1.110 -0.295 0.131
C: 0.327 -2.059 0.935
H: 0.445 -0.111 1.618
H: -1.852 -1.140 -0.263
H: 1.315 1.024 -0.136
H: -1.743 0.540 0.442
H: -0.167 3.158 0.562
H: 0.317 -0.695 -1.668
H: 1.277 1.307 -1.892
H: -1.097 0.148 -2.008

The frontier orbital gap (spin up / spin down) comes out at 9.851 / 5.745 eV. The LUMO energy (spin up / spin down) is 0.504 / -3.594 eV. As for the spin multiplicity: 2. As for the expectation value of S²: 0.75. The molar mass comes out at 134.180 g mol⁻¹. The net charge is 0. As for the energy above the lowest of the compared OMol25 structures with the same formula, charge and spin: 30.7 kcal per mole.

Which charges does Mulliken predict for the atoms? In e, they are: atom 1 (S): -0.203, atom 2 (O): -0.532, atom 3 (O): -0.266, atom 4 (N): -0.263, atom 5 (C): -0.661, atom 6 (C): -0.538, atom 7 (C): -0.675, atom 8 (C): 0.691, atom 9 (H): 0.300, atom 10 (H): 0.278, atom 11 (H): 0.348, atom 12 (H): 0.397, atom 13 (H): 0.116, atom 14 (H): 0.266, atom 15 (H): 0.288, atom 16 (H): 0.453


The following is a quantum chemistry calculation of a cluster of 2 separate species, C4H8NO3 in total, from the OMol25 dataset.

Atoms and positions in Å:
O: 0.829 1.846 -0.597
O: 1.892 0.221 0.623
O: -2.360 -0.407 -1.603
N: -0.220 -0.764 -1.540
C: -1.472 -1.115 -1.137
C: -1.762 -2.402 -0.315
C: 1.611 2.377 1.616
C: 1.479 1.364 0.434
H: 2.659 2.926 1.577
H: -2.535 -2.289 0.396
H: 0.584 -1.011 -1.028
H: 0.796 3.076 1.566
H: -0.886 -2.703 0.221
H: -0.026 0.269 -1.723
H: -2.077 -3.210 -1.010
H: 1.489 1.821 2.521

The frontier orbital gap comes out at 8.291 eV. The LUMO energy is 3.817 eV. The molar mass comes out at 118.112 g mol⁻¹. The net charge is -1. As for the energy above the lowest of the compared OMol25 structures with the same formula, charge and spin: 21.2 kcal per mole.

Which charges does Mulliken predict for the atoms? In e, they are: atom 1 (O): -0.783, atom 2 (O): -0.720, atom 3 (O): -0.667, atom 4 (N): -0.510, atom 5 (C): 0.599, atom 6 (C): -0.886, atom 7 (C): -0.893, atom 8 (C): 0.676, atom 9 (H): 0.174, atom 10 (H): 0.285, atom 11 (H): 0.310, atom 12 (H): 0.277, atom 13 (H): 0.310, atom 14 (H): 0.311, atom 15 (H): 0.222, atom 16 (H): 0.295